ORCA calculation (the ωB97M-V functional and the def2-TZVPD basis) on the molecule C5H9FO2 at a distorted geometry.

Geometry as ORCA input:
```
! RIJCOSX wB97M-V def2-TZVPD def2/J DEFGRID3
* xyz 0 1
C 0.74431 -0.11307 1.10314
C 1.35422 0.36156 -0.22474
C -1.36984 0.59207 0.53730
C 1.89360 -0.81122 -1.08130
C -2.57630 0.16737 -0.18448
O -0.62105 -0.36641 1.06791
O 0.47422 1.25037 -0.82607
F -1.50789 1.71588 1.24339
H 1.27154 -1.01325 1.49207
H 1.01161 0.63746 1.78490
H 2.19597 0.98562 0.00308
H 1.13299 -1.57012 -1.31334
H 2.60007 -1.50858 -0.53563
H 2.29845 -0.34228 -2.00009
H -2.42063 -0.84509 -0.58092
H -3.00803 0.92896 -1.01565
H -3.47323 -0.06927 0.53046
*
```

Output
- DFT total energy: -446.1285 Eh
- HOMO (alpha / beta): -8.653 / -8.637 eV
- HOMO-LUMO gap (alpha / beta): 8.28 / 8.25 eV
- Lowest unoccupied orbital energy (alpha / beta): -0.37 / -0.39 eV

ORCA calculation (the ωB97M-V functional and the def2-TZVPD basis) on C5H9FeO3 as an isolated structure at a distorted geometry.

Geometry as ORCA input:
```
! RIJCOSX wB97M-V def2-TZVPD def2/J DEFGRID3
* xyz 1 5
O -0.97786 1.96695 0.95555
C -1.79649 1.46578 0.09696
C -1.65417 0.10855 -0.27380
O -1.12747 -0.52565 0.89976
C -1.30411 -1.88803 1.04834
C -0.27897 -2.69910 1.27534
Fe 0.45187 0.67539 1.39052
H -2.73531 1.97991 -0.14707
H 0.17535 -0.03846 -1.01677
H -2.25670 -2.21084 0.62364
H 0.73611 -2.40445 1.00308
H -0.47856 -3.74908 1.48255
O 1.27101 0.21964 -0.23522
C 2.60474 0.36442 -0.68293
H 2.58904 0.63347 -1.74826
H 3.12567 1.17597 -0.15473
H 3.15814 -0.57400 -0.52536
H -2.53347 -0.39492 -0.68351
*
```

Output
- DFT total energy: -1684.9097 Eh
- HOMO (alpha / beta): -12.694 / -12.851 eV
- ⟨S²⟩: 6.01
- HOMO-LUMO gap (alpha / beta): 7.82 / 7.66 eV
- Lowest unoccupied orbital energy (alpha / beta): -4.88 / -5.19 eV

ORCA calculation (the ωB97M-V functional and the def2-TZVPD basis) on C5H9FeO3 as an isolated structure at a distorted geometry.

Geometry as ORCA input:
```
! RIJCOSX wB97M-V def2-TZVPD def2/J DEFGRID3
* xyz 1 7
O 1.75697 1.30537 -0.39133
C 1.33357 2.08829 0.59992
C 0.60604 1.54381 1.75109
H 1.25996 3.16456 0.38256
H 1.28126 0.93778 2.38061
H 0.17761 2.22404 2.49561
O 0.16193 -1.87035 -1.59726
C -0.83401 -2.36626 -0.76388
C -1.50950 -1.24930 0.03003
O -0.45569 -0.44118 0.56598
C -0.83883 0.68235 1.33069
Fe 1.01004 -0.36992 -0.80081
H -0.42755 -3.10225 -0.03938
H -1.62970 -2.88972 -1.32822
H -2.12793 -1.64029 0.85149
H -2.13189 -0.61788 -0.62566
H -1.37578 1.41648 0.71252
H -1.39010 0.35406 2.22234
*
```

Output
- DFT total energy: -1684.9242 Eh
- HOMO (alpha / beta): -10.829 / -14.866 eV
- ⟨S²⟩: 12.02
- HOMO-LUMO gap (alpha / beta): 6.75 / 7.41 eV
- Lowest unoccupied orbital energy (alpha / beta): -4.08 / -7.46 eV

ORCA calculation (the ωB97M-V functional and the def2-TZVPD basis) on the molecule C5H9IO at a distorted geometry.

Geometry as ORCA input:
```
! RIJCOSX wB97M-V def2-TZVPD def2/J DEFGRID3
* xyz 0 1
C -1.11855 -0.32025 0.34285
C 0.17599 0.40266 0.35472
C 0.21079 1.32466 -0.92233
C 1.48642 -0.65094 0.54703
I 3.34858 0.11243 -0.00912
C 1.04066 -1.85474 -0.23627
O 0.97696 -2.92855 0.28458
H -1.30579 -0.76566 -0.73092
H -1.08910 -1.08362 1.12400
H -1.81741 0.39546 0.59029
H 0.25360 1.05660 1.21058
H -0.68842 1.21599 -1.47607
H 0.31825 2.33630 -0.44075
H 1.09352 1.03731 -1.42726
H 1.58920 -0.96982 1.61060
H 0.80118 -1.64753 -1.26955
*
```

Output
- DFT total energy: -568.7952 Eh
- HOMO: -9.489 eV
- HOMO-LUMO gap: 9.80 eV
- SMILES: CC(C)[C@H](I)C=O
- Lowest unoccupied orbital energy: 0.31 eV

ORCA calculation (the ωB97M-V functional and the def2-TZVPD basis) on C5H9IS4 as an isolated structure at a distorted geometry.

Geometry as ORCA input:
```
! RIJCOSX wB97M-V def2-TZVPD def2/J DEFGRID3
* xyz 0 1
C -0.87988 -1.69112 0.70916
C -0.09056 -1.25752 -0.21378
C 0.54373 -1.71785 -1.42254
C 0.47152 0.98384 -0.14413
C -0.72282 1.87293 -0.52108
S 0.80473 1.18367 1.60751
S 1.89931 1.30102 -1.08695
S -1.19136 1.49116 -2.30090
S -2.03157 1.81198 0.66507
I -0.17657 4.18504 -0.80343
H -1.52911 -1.13747 1.38585
H -0.96970 -2.72820 0.49395
H 1.06887 -0.82090 -1.92917
H -0.28433 -1.68970 -2.16531
H 1.10434 -2.60203 -1.47307
H -0.12309 0.33945 1.98296
H 1.26669 1.25282 -2.20241
H -2.53471 1.96181 -2.28940
H -2.97291 2.04786 -0.22151
*
```

Output
- DFT total energy: -2086.1713 Eh
- HOMO: -8.342 eV
- HOMO-LUMO gap: 7.62 eV
- Lowest unoccupied orbital energy: -0.72 eV

ORCA calculation (the ωB97M-V functional and the def2-TZVPD basis) on C5H9LiLuO4 as an isolated structure at a distorted geometry.

Geometry as ORCA input:
```
! RIJCOSX wB97M-V def2-TZVPD def2/J DEFGRID3
* xyz 1 1
O 0.45320 -2.62289 0.98585
C 1.59993 -2.10350 0.65343
C 1.80388 -0.86681 0.08645
O 0.56303 -0.26829 -0.29801
C 0.25701 1.00024 0.22589
C -1.19876 1.27433 -0.07203
O -1.95803 0.20258 0.46557
C -3.35409 0.36382 0.32370
Li -0.86710 -1.46932 0.35289
H 2.49554 -2.75041 0.75905
H 0.87580 1.79112 -0.23304
H 0.41511 1.00897 1.31856
H -1.37078 1.33890 -1.15989
H -1.50406 2.22851 0.38731
H -3.83896 -0.47609 0.83417
H -3.68107 1.30807 0.78617
H -3.63963 0.36240 -0.74040
Lu 4.15878 -0.10975 0.00975
O 4.70264 0.04202 -1.97563
H 4.08755 -0.25389 -2.70978
*
```

Output
- DFT total energy: -1739.6581 Eh
- HOMO: -10.737 eV
- HOMO-LUMO gap: 5.04 eV
- Lowest unoccupied orbital energy: -5.70 eV

ORCA calculation (the ωB97M-V functional and the def2-TZVPD basis) on C5H9MgO4Pm as an isolated structure at a distorted geometry.

Geometry as ORCA input:
```
! RIJCOSX wB97M-V def2-TZVPD def2/J DEFGRID3
* xyz 1 6
O -0.87524 -1.44138 -0.46672
C -2.19988 -1.45144 -0.03585
C -2.59686 -0.03554 0.34423
O -2.23655 0.76038 -0.77741
C -3.25802 1.59345 -1.29032
Mg -0.31362 0.63375 -1.63136
H -2.48573 -2.12087 0.79343
H -2.82833 -1.78227 -0.88403
H -2.07669 0.37807 1.22165
H -3.66544 0.00766 0.60517
H -2.80408 2.52739 -1.64807
H -3.73897 1.05087 -2.11350
H -3.99860 1.78553 -0.49988
O 2.61505 -1.01842 1.10274
C 3.23858 0.05322 0.80034
C 2.38177 1.03747 0.00543
O 1.06154 0.64453 -0.22322
Pm 0.99784 -1.38369 0.52448
H 2.94580 1.25213 -0.92502
H 2.39424 1.98458 0.58279
*
```

Output
- DFT total energy: -1304.9542 Eh
- HOMO (alpha / beta): -9.069 / -11.591 eV
- ⟨S²⟩: 8.77
- HOMO-LUMO gap (alpha / beta): 4.73 / 7.17 eV
- Lowest unoccupied orbital energy (alpha / beta): -4.34 / -4.43 eV

ORCA calculation (the ωB97M-V functional and the def2-TZVPD basis) on C5H9MgO4Rb as an isolated structure at a distorted geometry.

Geometry as ORCA input:
```
! RIJCOSX wB97M-V def2-TZVPD def2/J DEFGRID3
* xyz 0 1
O -2.21643 0.63795 1.66218
C -2.34892 1.23983 0.51147
C -1.41785 1.29489 -0.49586
O -0.19202 0.66944 -0.09545
C 0.27140 -0.38640 -0.90044
C 1.37609 -1.08215 -0.14040
O 0.85944 -1.46790 1.12414
C 1.78255 -2.17850 1.92343
Rb -0.79417 -0.18900 2.63470
H -3.29345 1.79605 0.33639
H 0.65880 -0.02119 -1.86774
H -0.54875 -1.09684 -1.10403
H 2.23487 -0.40513 0.00626
H 1.71958 -1.96818 -0.69868
H 1.26235 -2.49087 2.83602
H 2.14966 -3.06858 1.38918
H 2.63939 -1.53952 2.19099
Mg -1.83593 2.33895 -2.24290
O -1.48965 3.61389 -3.55847
H -0.81697 4.30326 -3.51081
*
```

Output
- DFT total energy: -720.9155 Eh
- HOMO: -6.649 eV
- HOMO-LUMO gap: 6.55 eV
- Lowest unoccupied orbital energy: -0.09 eV

ORCA calculation (the ωB97M-V functional and the def2-TZVPD basis) on the molecule C5H9N.

Geometry as ORCA input:
```
! RIJCOSX wB97M-V def2-TZVPD def2/J DEFGRID3
* xyz 0 1
C -0.81668 -1.75390 0.14524
C 0.62028 -1.60235 0.55888
C -0.29622 -0.41594 0.59013
N -0.17795 0.50124 -0.50960
C 0.88733 1.44868 -0.70683
C -0.51091 1.89599 -0.44487
H -1.01729 -1.78668 -0.92106
H -1.49379 -2.33206 0.76461
H 0.91915 -2.04389 1.50603
H 1.39230 -1.60740 -0.20421
H -0.59464 -0.02383 1.56576
H 1.61580 1.64557 0.08029
H 1.28872 1.45396 -1.71892
H -1.15172 2.27068 -1.24021
H -0.67575 2.36979 0.52451
*
```

Output
- DFT total energy: -250.5808 Eh
- HOMO: -8.731 eV
- HOMO-LUMO gap: 10.04 eV
- SMILES: C1CC1N1CC1
- Lowest unoccupied orbital energy: 1.31 eV

ORCA calculation (the ωB97M-V functional and the def2-TZVPD basis) on the molecule C5H9N at a distorted geometry.

Geometry as ORCA input:
```
! RIJCOSX wB97M-V def2-TZVPD def2/J DEFGRID3
* xyz 0 1
C -0.69809 0.05346 2.48056
C -1.05252 0.26012 1.20019
C -0.24568 1.11896 0.28926
N -0.11099 0.54230 -1.06817
C 0.78532 -0.54282 -1.19374
C 1.30643 -1.06098 -2.35556
H -1.39410 -0.47273 3.12757
H 0.22176 0.41781 2.89941
H -1.79532 -0.43956 0.84726
H -0.61708 2.13154 0.13397
H 0.76440 1.32491 0.68313
H -1.07830 0.42915 -1.37116
H 0.90644 -1.02923 -0.22568
H 0.62682 -1.50078 -3.08477
H 2.38091 -1.23213 -2.36225
*
```

Output
- DFT total energy: -250.5266 Eh
- HOMO: -7.669 eV
- HOMO-LUMO gap: 8.50 eV
- SMILES: C=CCNC=C
- Lowest unoccupied orbital energy: 0.83 eV

ORCA calculation (the ωB97M-V functional and the def2-TZVPD basis) on a 2-piece molecular cluster, C5H9N overall at a distorted geometry.

Geometry as ORCA input:
```
! RIJCOSX wB97M-V def2-TZVPD def2/J DEFGRID3
* xyz 0 1
C -0.63562 -1.21992 0.36048
C 0.13801 0.06776 0.19609
C 1.60604 0.02121 0.55373
C -0.19445 0.90911 -0.94713
C -1.41222 0.74492 -1.63914
N -2.43112 0.59370 -2.18495
H -1.70349 -1.06656 0.18993
H -0.47141 -1.66670 1.34488
H -0.27113 -1.90181 -0.41629
H -0.32423 0.69065 1.45803
H 2.09186 -0.59220 -0.21342
H 1.77371 -0.42680 1.53714
H 2.05415 1.01759 0.52221
H 0.52957 1.63912 -1.28797
H -0.47154 1.13998 0.56974
*
```

Output
- DFT total energy: -250.5014 Eh
- HOMO: -7.891 eV
- HOMO-LUMO gap: 8.22 eV
- Lowest unoccupied orbital energy: 0.33 eV

ORCA calculation (the ωB97M-V functional and the def2-TZVPD basis) on the molecule C5H9N.

Geometry as ORCA input:
```
! RIJCOSX wB97M-V def2-TZVPD def2/J DEFGRID3
* xyz 0 1
C -1.34740 1.36520 0.45273
C -1.50273 -0.02036 -0.19173
C -0.36392 -0.90837 0.21910
N 0.83991 -0.54148 -0.06731
C 2.22737 -0.94305 -0.00812
C 1.71219 0.30026 -0.65720
H -2.07179 2.08251 0.05569
H -1.48627 1.29969 1.53687
H -2.45136 -0.48001 0.10466
H -1.53131 0.08281 -1.28559
H -0.48570 -1.76988 0.86699
H 2.71937 -0.85634 0.96209
H 2.43395 -1.87868 -0.53552
H 1.64760 0.51201 -1.72002
H -0.33991 1.75571 0.26734
*
```

Output
- DFT total energy: -250.5300 Eh
- HOMO: -7.155 eV
- HOMO-LUMO gap: 8.22 eV
- Lowest unoccupied orbital energy: 1.07 eV

ORCA calculation (the ωB97M-V functional and the def2-TZVPD basis) on the molecule C5H9N at a distorted geometry.

Geometry as ORCA input:
```
! RIJCOSX wB97M-V def2-TZVPD def2/J DEFGRID3
* xyz 0 1
C -1.49281 -1.76900 -1.00992
C -1.22209 -0.49745 -0.78191
C -0.20002 0.33579 -1.34100
C 0.47043 1.04388 -0.07360
C 0.95678 0.39485 1.03001
N 1.53080 0.81455 2.21075
H -2.33831 -2.20920 -0.62840
H -0.84919 -2.50507 -1.39582
H -1.91955 0.01175 -0.17184
H 0.49014 -0.23248 -1.85138
H -0.60979 1.16772 -1.94879
H 0.65547 2.12258 -0.29599
H 0.95759 -0.73617 1.10928
H 1.98776 0.22802 2.87263
H 1.58278 1.83022 2.27598
*
```

Output
- DFT total energy: -250.5864 Eh
- HOMO: -7.818 eV
- HOMO-LUMO gap: 8.99 eV
- SMILES: C=CC/C=C/N
- Lowest unoccupied orbital energy: 1.17 eV

ORCA calculation (the ωB97M-V functional and the def2-TZVPD basis) on a 2-piece molecular cluster, C5H9N overall at a distorted geometry.

Geometry as ORCA input:
```
! RIJCOSX wB97M-V def2-TZVPD def2/J DEFGRID3
* xyz 0 1
C 2.05275 -0.03933 0.25716
C -0.08426 1.16585 -0.05094
C -1.43748 0.69717 0.13208
C -1.54442 -0.62823 0.06579
C -0.21908 -1.22879 -0.04578
H 2.39616 1.16979 0.38199
H 3.15926 -0.48711 -0.62093
H 1.87064 -0.49941 1.40843
H -0.05410 1.65418 -1.06375
H 0.34830 1.87076 0.68478
H -2.29164 1.50238 0.17008
H -2.63614 -0.94156 0.37758
H -0.23515 -1.86666 -0.81815
H 0.20562 -1.61677 0.94121
N 0.66172 -0.08367 -0.51587
*
```

Output
- DFT total energy: -250.4848 Eh
- HOMO: -8.625 eV
- HOMO-LUMO gap: 9.63 eV
- Lowest unoccupied orbital energy: 1.01 eV

ORCA calculation (the ωB97M-V functional and the def2-TZVPD basis) on C5H9N as an isolated structure at a distorted geometry.

Geometry as ORCA input:
```
! RIJCOSX wB97M-V def2-TZVPD def2/J DEFGRID3
* xyz 0 1
C 1.30257 -0.55341 0.12251
C -0.35951 0.93619 -0.37442
C -0.75212 -0.38213 -1.08488
C -0.21609 -0.88923 0.28501
C -0.84478 0.35959 0.93210
H 1.74870 -0.46975 1.07721
H 1.83422 -1.23272 -0.56722
H 1.56873 1.45298 0.26988
H -0.74697 1.93275 -0.72971
H -1.81115 -0.58752 -1.33494
H -0.09211 -0.58266 -1.88227
H -0.43166 -1.85830 0.69489
H -1.92135 0.22063 1.11041
H -0.40271 0.82834 1.85465
N 1.12423 0.82525 -0.37323
*
```

Output
- DFT total energy: -250.6052 Eh
- HOMO: -8.837 eV
- HOMO-LUMO gap: 9.95 eV
- Lowest unoccupied orbital energy: 1.12 eV